[1]
ORCA calculation (the ωB97M-V functional and the def2-TZVPD basis) on 2 unconnected molecules or ions with the total composition C25H21F6OS.

Results
relative energy (zero: lowest compared OMol25 entry of this formula, charge and spin): 40.7 kcal per mole
HOMO: -10.3 eV
LUMO level: -5.903 eV
electronic energy: -2037.58397 a.u.
frontier orbital gap: 4.368 eV
net charge: +1

Each line ends with the natural charge from an NBO analysis.
CARTESIAN COORDINATES (ANGSTROEM)
F  -5.41  1.65  2.95  -0.305
C  -5.31  0.47  2.31  0.967
F  -6.16  -0.42  2.84  -0.307
F  -5.59  0.64  1.00  -0.301
C  -3.90  -0.06  2.43  -0.024
C  -3.67  -1.40  2.18  -0.214
C  -2.41  -1.91  2.22  -0.091
C  -1.29  -1.09  2.49  -0.195
C  0.00  -1.67  2.48  0.183
C  1.28  -1.08  2.44  -0.063
C  1.54  0.26  2.08  -0.113
C  2.82  0.75  2.05  -0.205
C  3.90  -0.06  2.38  -0.012
C  5.32  0.47  2.35  0.967
F  6.15  -0.43  2.89  -0.306
F  5.65  0.69  1.06  -0.302
F  5.36  1.62  3.04  -0.303
C  3.67  -1.38  2.72  -0.202
C  2.40  -1.89  2.74  -0.073
C  -1.55  0.26  2.81  -0.047
C  -2.83  0.76  2.77  -0.211
H  -4.52  -2.03  1.96  0.249
H  -2.25  -2.96  2.03  0.225
H  0.00  -2.75  2.50  0.213
H  0.73  0.88  1.75  0.225
H  3.02  1.77  1.77  0.248
H  4.51  -2.01  2.95  0.254
H  2.24  -2.92  3.00  0.228
H  -0.74  0.89  3.14  0.229
H  -3.03  1.80  3.00  0.252
C  -0.93  -4.99  6.00  -0.752
S  -1.20  -3.19  5.94  0.866
C  -2.40  -3.17  7.31  -0.747
C  0.22  -2.73  6.92  -0.723
C  1.13  -1.76  6.50  0.452
C  2.25  -1.38  7.39  -0.064
C  2.50  -1.98  8.62  -0.191
C  3.58  -1.61  9.38  -0.215
C  4.44  -0.63  8.92  -0.188
C  4.20  -0.01  7.71  -0.216
C  3.12  -0.38  6.95  -0.191
O  1.00  -1.20  5.40  -0.746
H  -1.81  -5.49  5.59  0.230
H  -0.07  -5.25  5.39  0.248
H  -0.76  -5.34  7.01  0.245
H  -3.33  -3.62  6.98  0.232
H  -2.03  -3.71  8.18  0.243
H  -2.59  -2.14  7.61  0.257
H  0.36  -3.21  7.86  0.216
H  1.84  -2.74  9.00  0.201
H  3.77  -2.09  10.33  0.219
H  5.31  -0.35  9.51  0.220
H  4.87  0.76  7.35  0.216
H  2.92  0.08  6.00  0.223

[2]
ORCA calculation (the ωB97M-V functional and the def2-TZVPD basis) on a molecular structure, C25H21FN7S2Ti.

Results
relative energy (zero: lowest compared OMol25 entry of this formula, charge and spin): 21.0 kcal per mole
HOMO (spin up / spin down): -3.3 / -4.0 eV
2S+1: 3
LUMO level (spin up / spin down): 2.651 / 1.808 eV
expectation value of S²: 2.039
electronic energy: -3094.43854 a.u.
frontier orbital gap (spin up / spin down): 5.953 / 5.774 eV
net charge: -1

Each line ends with the natural charge from an NBO analysis.
CARTESIAN COORDINATES (ANGSTROEM)
Ti  -0.13  -0.42  -0.84  1.619
C  1.14  3.34  3.62  -0.730
S  -0.08  1.99  3.70  0.206
C  -0.08  1.41  2.00  -0.087
S  -1.58  1.31  1.22  -0.193
N  1.09  1.16  1.52  -0.419
N  1.20  0.63  0.29  -0.388
C  2.43  0.71  -0.23  -0.035
C  2.62  0.33  -1.56  0.111
C  3.79  0.61  -2.32  -0.230
C  3.79  0.37  -3.66  -0.189
C  2.63  -0.18  -4.26  -0.325
C  1.55  -0.47  -3.46  0.104
N  1.52  -0.23  -2.16  -0.535
H  1.18  3.78  4.62  0.210
H  2.11  2.95  3.34  0.222
H  0.79  4.08  2.90  0.212
H  3.22  1.17  0.36  0.206
H  4.64  1.05  -1.83  0.211
H  4.65  0.61  -4.27  0.206
H  2.60  -0.37  -5.33  0.212
H  0.65  -0.91  -3.87  0.216
C  1.87  -1.86  4.14  -0.256
C  0.54  -1.50  4.28  -0.201
C  -0.29  -1.44  3.18  -0.260
C  0.22  -1.70  1.89  0.265
C  1.57  -2.03  1.76  -0.264
C  2.38  -2.12  2.88  -0.198
N  -0.55  -1.55  0.76  -0.678
C  -1.80  -2.06  0.69  0.207
C  -2.33  -3.10  1.48  -0.272
C  -3.63  -3.51  1.30  -0.204
C  -4.47  -2.90  0.37  -0.267
C  -3.99  -1.89  -0.43  -0.224
C  -2.65  -1.49  -0.31  0.152
N  -2.06  -0.51  -1.01  -0.316
N  -2.79  0.33  -1.74  -0.333
C  -2.05  1.34  -2.18  0.350
C  -2.66  2.48  -2.78  -0.247
C  -1.89  3.52  -3.18  -0.168
C  -0.50  3.44  -3.04  -0.335
C  0.04  2.33  -2.42  0.098
N  -0.69  1.30  -1.97  -0.572
H  2.52  -1.92  5.01  0.197
H  0.15  -1.24  5.25  0.205
H  -1.32  -1.14  3.28  0.230
H  1.96  -2.22  0.77  0.215
H  3.43  -2.37  2.76  0.197
H  -1.70  -3.56  2.23  0.217
H  -4.01  -4.32  1.91  0.196
H  -5.50  -3.22  0.28  0.198
H  -4.60  -1.38  -1.16  0.225
H  -3.74  2.50  -2.83  0.222
H  -2.34  4.41  -3.61  0.204
H  0.15  4.24  -3.37  0.210
H  1.11  2.26  -2.28  0.203
F  -0.10  -2.02  -1.71  -0.597

[3]
ORCA calculation (the ωB97M-V functional and the def2-TZVPD basis) on a molecular structure, C25H21N8PdS.

Results
relative energy (zero: lowest compared OMol25 entry of this formula, charge and spin): 0.0 kcal per mole
HOMO: -16.2 eV
LUMO level: -11.237 eV
electronic energy: -1928.30087 a.u.
frontier orbital gap: 5.003 eV
net charge: +3

Each line ends with the natural charge from an NBO analysis.
CARTESIAN COORDINATES (ANGSTROEM)
Pd  -0.31  -0.45  -0.20  0.676
C  4.90  0.09  -0.52  -0.416
N  4.17  -1.15  -0.27  -0.305
C  4.76  -2.38  -0.04  -0.013
C  3.78  -3.27  0.14  -0.055
N  2.56  -2.57  0.04  -0.351
C  2.84  -1.27  -0.22  0.285
S  1.86  0.13  -0.44  -0.074
C  1.31  -3.25  0.04  0.395
C  1.25  -4.57  0.46  -0.245
C  0.11  -5.30  0.21  -0.087
C  -0.94  -4.70  -0.48  -0.243
C  -0.83  -3.36  -0.77  0.054
N  0.26  -2.62  -0.49  -0.528
H  5.96  -0.12  -0.52  0.251
H  4.68  0.82  0.26  0.230
H  4.61  0.50  -1.49  0.240
H  5.83  -2.51  -0.04  0.270
H  3.84  -4.33  0.29  0.261
H  2.09  -5.03  0.97  0.253
H  0.05  -6.34  0.52  0.263
H  -1.82  -5.26  -0.75  0.262
H  -1.63  -2.84  -1.28  0.213
N  0.03  4.05  0.47  -0.181
C  0.30  3.11  1.54  0.218
N  -0.46  2.12  1.38  -0.290
C  -1.24  2.34  0.20  0.058
N  -0.87  3.66  -0.28  0.084
C  -3.26  0.69  0.29  0.190
C  -4.64  0.50  0.26  0.018
N  -5.20  -0.68  0.45  -0.287
C  -4.41  -1.70  0.71  0.037
C  -3.03  -1.55  0.68  0.031
N  -2.44  -0.37  0.44  -0.462
H  0.50  4.95  0.29  0.473
H  1.07  3.31  2.27  0.275
H  -5.31  1.34  0.11  0.223
H  -4.86  -2.66  0.92  0.247
H  -2.38  -2.39  0.86  0.231
C  -4.76  4.10  1.14  0.059
C  -4.07  3.39  2.17  -0.258
C  -3.13  2.50  1.84  -0.055
C  -2.77  2.18  0.40  -0.102
C  -0.82  1.32  -0.88  -0.017
C  -1.25  1.43  -2.15  -0.354
C  -2.22  2.35  -2.69  0.014
C  -3.20  3.03  -2.02  -0.306
C  -3.49  3.04  -0.63  0.230
C  -4.49  3.91  -0.20  -0.284
H  -5.52  4.82  1.42  0.269
H  -4.33  3.56  3.21  0.278
H  -2.62  1.91  2.59  0.258
H  -0.88  0.69  -2.85  0.274
H  -2.22  2.45  -3.77  0.260
H  -3.84  3.65  -2.62  0.263
H  -5.03  4.48  -0.94  0.270

[4]
ORCA calculation (the ωB97M-V functional and the def2-TZVPD basis) on a molecular structure, C25H22BrLuO3.

Results
relative energy (zero: lowest compared OMol25 entry of this formula, charge and spin): 42.5 kcal per mole
HOMO (spin up / spin down): -7.2 / -7.2 eV
LUMO level (spin up / spin down): -3.669 / -3.667 eV
electronic energy: -5001.04098 a.u.
frontier orbital gap (spin up / spin down): 3.522 / 3.525 eV
net charge: 0

Each line ends with the natural charge from an NBO analysis.
CARTESIAN COORDINATES (ANGSTROEM)
C  0.79  -2.18  0.95  -0.342
C  -0.41  -2.78  0.45  -0.378
C  -0.33  -2.73  -0.98  -0.369
H  -1.19  -3.26  1.02  0.240
C  0.91  -2.14  -1.33  -0.355
C  1.59  -1.76  -0.15  -0.328
H  2.58  -1.32  -0.14  0.234
H  1.09  -2.12  1.99  0.274
H  -1.02  -3.16  -1.70  0.210
H  1.33  -2.11  -2.34  0.205
C  -0.75  2.15  -0.46  -0.375
C  -0.51  2.04  0.95  -0.340
C  0.81  1.49  1.11  -0.311
H  -1.16  2.44  1.73  0.250
C  1.37  1.26  -0.18  -0.363
C  0.41  1.68  -1.13  -0.353
H  0.64  1.78  -2.19  0.217
H  -1.58  2.63  -0.96  0.229
H  1.39  1.37  2.02  0.280
H  2.39  0.95  -0.40  0.235
Lu  -0.57  -0.30  -0.09  1.863
O  -1.25  -0.11  -1.92  -0.848
C  -1.87  -0.47  -3.15  -0.130
C  -0.92  -0.99  -4.18  0.172
H  -2.55  -1.29  -2.93  0.208
H  -2.51  0.29  -3.64  0.162
H  -0.49  -1.95  -3.96  0.218
H  0.86  -1.83  -5.96  0.232
C  0.50  -0.82  -6.12  -0.082
C  -0.34  -0.19  -5.16  -0.118
C  -0.71  1.20  -5.38  -0.086
H  -1.28  1.74  -4.63  0.244
C  -0.41  1.79  -6.60  -0.246
H  -0.76  2.80  -6.84  0.240
C  0.35  1.12  -7.56  -0.076
H  0.65  1.62  -8.50  0.236
C  0.82  -0.18  -7.30  -0.248
H  1.47  -0.66  -8.04  0.237
Br  0.31  2.30  4.73  0.083
C  -0.64  0.91  5.52  -0.080
C  -1.19  1.05  6.81  -0.234
C  -1.88  -0.02  7.42  -0.219
C  -2.04  -1.21  6.70  -0.222
C  -1.53  -1.32  5.41  -0.184
C  -0.82  -0.28  4.79  -0.134
C  -0.26  -0.36  3.38  0.781
O  1.01  -0.31  3.38  -0.705
O  -1.00  -0.43  2.34  -0.790
H  -1.00  1.98  7.35  0.221
H  -2.21  0.09  8.46  0.216
H  -2.54  -2.06  7.16  0.211
H  -1.68  -2.23  4.83  0.216

[5]
ORCA calculation (the ωB97M-V functional and the def2-TZVPD basis) on a molecular structure, C25H22CaN14O5SSe2.

Results
relative energy (zero: lowest compared OMol25 entry of this formula, charge and spin): 37.1 kcal per mole
HOMO: -2.7 eV
LUMO level: 3.828 eV
electronic energy: -7987.57400 a.u.
frontier orbital gap: 6.555 eV
net charge: -2

Each line ends with the natural charge from an NBO analysis.
CARTESIAN COORDINATES (ANGSTROEM)
Ca  -0.47  0.04  2.21  1.753
Se  2.45  -3.10  3.98  -0.050
Se  0.00  -2.51  4.11  0.384
C  0.32  -1.07  5.36  0.053
C  -0.44  -1.00  6.52  -0.254
C  -0.33  0.13  7.30  -0.172
C  0.56  1.13  6.92  -0.277
C  1.31  0.93  5.78  0.041
N  1.20  -0.15  5.01  -0.462
C  2.57  -3.05  2.08  0.096
C  3.83  -3.07  1.47  -0.273
C  3.91  -3.03  0.10  -0.162
C  2.73  -2.95  -0.64  -0.312
C  1.53  -2.94  0.05  0.066
N  1.45  -3.01  1.37  -0.489
H  -1.14  -1.79  6.75  0.233
H  -0.93  0.24  8.19  0.201
H  0.65  2.05  7.49  0.204
H  2.03  1.67  5.44  0.193
H  4.72  -3.09  2.09  0.210
H  4.87  -3.02  -0.40  0.197
H  2.75  -2.90  -1.73  0.202
H  0.59  -2.87  -0.48  0.204
O  -2.20  -1.12  2.01  -1.119
S  -2.56  -0.82  3.43  2.555
O  -3.97  -0.58  3.61  -0.996
O  -1.71  0.32  3.87  -1.115
O  -2.16  -2.02  4.27  -1.025
N  1.28  2.82  2.11  -0.617
C  2.04  1.72  1.71  0.420
N  3.29  1.82  1.31  -0.412
N  3.66  0.55  1.07  -0.138
N  2.69  -0.26  1.31  -0.139
N  1.62  0.45  1.74  -0.556
C  -0.04  3.00  1.71  0.427
N  -0.62  4.19  1.67  -0.405
N  -1.85  3.95  1.19  -0.110
N  -2.00  2.69  0.96  -0.173
N  -0.85  2.03  1.27  -0.564
H  1.81  3.68  2.09  0.407
C  -0.79  -2.73  -6.31  -0.623
C  -1.25  -1.39  -5.79  -0.051
C  -1.01  -0.21  -6.48  -0.198
C  -1.39  1.02  -5.96  -0.280
C  -2.03  1.11  -4.73  0.249
N  -2.38  2.37  -4.25  -0.669
C  -2.80  2.78  -2.98  0.793
O  -3.57  3.72  -2.89  -0.641
N  -2.33  2.08  -1.92  -0.680
C  -1.08  1.41  -1.85  0.180
C  0.06  1.87  -2.48  -0.212
C  1.25  1.17  -2.32  -0.244
C  1.25  0.02  -1.54  0.026
N  0.15  -0.43  -0.93  -0.438
C  -0.97  0.26  -1.07  0.006
C  -2.33  -0.08  -4.06  -0.265
C  -1.93  -1.29  -4.58  -0.182
H  -0.33  -2.62  -7.30  0.202
H  -1.63  -3.42  -6.40  0.209
H  -0.06  -3.18  -5.64  0.219
H  -0.50  -0.25  -7.44  0.196
H  -1.17  1.93  -6.52  0.199
H  -2.55  3.08  -4.94  0.400
H  -2.68  2.35  -1.00  0.463
H  0.03  2.78  -3.07  0.214
H  2.17  1.51  -2.77  0.212
H  2.15  -0.55  -1.38  0.217
H  -1.84  -0.12  -0.54  0.218
H  -2.87  -0.04  -3.12  0.237
H  -2.15  -2.20  -4.02  0.211

[6]
ORCA calculation (the ωB97M-V functional and the def2-TZVPD basis) on a molecular structure, C25H22CaN4O4S3Sb2.

Results
relative energy (zero: lowest compared OMol25 entry of this formula, charge and spin): 16.3 kcal per mole
HOMO (spin up / spin down): -2.0 / -4.8 eV
2S+1: 2
LUMO level (spin up / spin down): 1.903 / 1.903 eV
expectation value of S²: 0.786
electronic energy: -3838.65816 a.u.
frontier orbital gap (spin up / spin down): 3.861 / 6.656 eV
net charge: -1

Each line ends with the natural charge from an NBO analysis.
CARTESIAN COORDINATES (ANGSTROEM)
Ca  0.06  -0.31  -0.44  1.755
C  -1.92  -3.27  -1.25  -0.672
C  -0.47  -3.64  -1.37  0.267
C  -0.06  -4.79  -2.03  -0.243
C  1.29  -5.08  -2.12  -0.149
C  2.20  -4.21  -1.55  -0.282
C  1.72  -3.07  -0.91  -0.068
N  0.41  -2.80  -0.83  -0.558
Sb  3.28  -1.84  -0.05  0.981
C  3.20  -0.01  -1.22  -0.069
C  4.33  0.26  -1.98  -0.291
C  4.35  1.44  -2.71  -0.150
C  3.26  2.29  -2.66  -0.230
C  2.16  1.96  -1.88  0.287
C  0.94  2.81  -1.79  -0.690
N  2.15  0.81  -1.18  -0.571
C  2.25  -1.16  1.72  -0.080
C  3.03  -0.76  2.80  -0.283
C  2.39  -0.33  3.96  -0.151
C  1.01  -0.35  4.00  -0.243
C  0.29  -0.78  2.89  0.279
C  -1.21  -0.84  2.91  -0.650
N  0.91  -1.17  1.78  -0.552
H  -2.55  -3.94  -1.84  0.211
H  -2.09  -2.24  -1.56  0.286
H  -2.23  -3.34  -0.20  0.229
H  -0.80  -5.45  -2.48  0.217
H  1.63  -5.97  -2.64  0.214
H  3.26  -4.40  -1.60  0.218
H  5.16  -0.42  -1.99  0.216
H  5.20  1.69  -3.33  0.213
H  3.24  3.21  -3.24  0.222
H  1.10  3.78  -2.26  0.216
H  0.63  2.92  -0.75  0.260
H  0.11  2.33  -2.33  0.282
H  4.11  -0.77  2.73  0.216
H  2.96  0.01  4.81  0.214
H  0.48  -0.02  4.89  0.221
H  -1.53  -1.75  3.43  0.219
H  -1.61  -0.85  1.90  0.239
H  -1.62  0.03  3.43  0.249
O  -2.03  -0.04  -1.02  -0.916
C  -2.94  0.70  -0.43  0.189
C  -2.79  1.61  0.64  -0.234
C  -3.95  2.26  1.13  -0.188
C  -3.89  3.14  2.20  -0.055
C  -2.68  3.45  2.82  -0.236
C  -1.53  2.83  2.36  -0.311
C  -1.52  1.92  1.29  0.380
O  -0.40  1.37  0.92  -0.922
N  -5.10  3.76  2.67  0.533
O  -5.04  4.55  3.61  -0.437
O  -6.16  3.48  2.14  -0.427
H  -3.96  0.62  -0.83  0.122
H  -4.90  2.05  0.67  0.224
H  -2.66  4.14  3.65  0.222
H  -0.57  3.05  2.81  0.196
S  1.39  0.03  -4.99  -0.445
Sb  -1.10  0.09  -5.00  0.929
S  0.53  -1.09  -3.44  -0.568
S  -1.71  2.12  -4.26  -0.834

Which of these has the highest electronic energy? C25H21N8PdS